Molecular formula: C6H8LiNaO5
Method: DFT, ωB97M-V/def2-TZVPD

Properties
- DFT total energy (eV) = -21210.1881
- HOMO energy (eV) = -7.26
- gap between HOMO and LUMO (eV) = 6.77

Atoms and positions in Å:
C  1.458  -0.953  2.228
C  1.073  -1.262  -0.071
H  0.854  -0.733  3.118
Na  -1.781  -0.328  -3.020
O  1.659  -2.202  -0.757
C  1.915  0.294  1.489
O  0.653  -1.616  1.268
H  -2.711  2.686  -2.279
C  -0.232  -0.721  -0.730
H  2.316  -1.583  2.515
H  2.885  0.676  1.828
O  2.038  -0.183  0.160
Li  3.323  -1.402  -0.728
C  -2.169  1.416  -0.631
H  -1.649  2.279  -0.196
C  -2.861  1.690  -1.842
O  -0.432  0.542  -0.695
O  -1.013  -1.537  -1.241
H  -3.850  1.216  -1.918
H  1.161  1.094  1.534
H  -2.638  0.626  -0.031